This record from the OMol25 dataset describes 17 unconnected molecules or ions with the total composition C83H197N3O31 at a distorted geometry. The level of theory is ωB97M-V/def2-TZVPD.

Structure (XYZ):
```
314
Properties=species:S:1:pos:R:3:forces:R:3:lowdin_charge:R:1
C 10.412864 -3.153481 -3.287415 -0.349 -0.363 2.166 -0.10
O 9.118834 -3.634631 -2.887285 -0.809 0.248 -0.557 -0.21
C 8.312124 -2.750691 -2.027085 0.179 -0.676 -1.261 -0.12
C 6.896334 -2.275621 -2.609415 2.940 -0.085 -1.687 -0.20
O 6.600264 -0.984251 -2.167335 -0.864 1.132 2.014 -0.25
C 7.348504 0.207399 -2.606775 -0.375 -2.206 -0.382 -0.02
H 10.733554 -2.741361 -2.330635 0.511 1.806 -0.551 0.08
H 10.436634 -2.611651 -4.232905 -0.074 0.453 0.411 0.09
H 11.204674 -3.902501 -3.277115 -0.686 -1.043 -0.792 0.08
H 8.870524 -1.866351 -1.720135 0.143 0.055 -0.151 0.09
H 8.175024 -3.368301 -1.139465 -0.405 0.183 0.157 0.11
H 6.215784 -3.120421 -2.503195 -0.789 0.748 1.300 0.10
H 6.801184 -2.183561 -3.691345 1.245 -0.442 -0.676 0.12
H 7.236064 0.988379 -1.854755 -0.231 -0.244 -0.098 0.09
H 6.945634 0.480759 -3.582005 -0.014 0.344 0.032 0.07
H 8.405924 -0.022021 -2.738395 0.090 0.000 0.116 0.08
C -3.486266 -1.178841 -8.888715 -0.445 -0.230 1.366 -0.11
O -2.818956 -0.377031 -7.943385 0.255 1.846 -0.528 -0.19
C -3.349346 0.935539 -7.801995 0.931 0.015 2.367 -0.19
C -4.852376 1.048689 -7.591505 -0.700 0.309 -1.188 -0.24
O -5.130666 2.225459 -6.879955 -0.983 0.492 1.515 -0.21
C -6.569376 2.455439 -6.697275 1.126 -0.175 -0.723 -0.06
H -4.301276 -1.527481 -8.254435 -0.274 -1.392 -0.620 0.08
H -2.706676 -1.893681 -9.152035 -0.762 -0.401 -0.453 0.10
H -4.011476 -0.698801 -9.714435 0.742 0.416 -0.385 0.09
H -2.830116 1.690209 -8.392715 -0.656 -0.175 -1.118 0.13
H -2.966316 1.243019 -6.828935 0.077 -0.060 0.418 0.11
H -5.289126 0.185189 -7.089795 0.339 -0.323 0.299 0.12
H -5.390116 1.129999 -8.536135 -0.102 -0.199 -0.476 0.12
H -6.904546 2.717239 -7.700885 -0.631 0.110 0.159 0.09
H -6.793816 3.233149 -5.967275 0.756 0.370 -0.264 0.07
H -7.134796 1.612029 -6.300955 0.346 -0.611 -0.270 0.08
C -0.193726 2.873469 6.306435 1.374 0.799 2.129 -0.12
O -1.392356 2.198699 6.317135 0.432 0.466 0.698 -0.15
C -1.865026 1.800239 5.103775 -1.927 0.435 -0.757 -0.23
C -2.350476 2.924959 4.154615 0.585 -0.320 0.826 -0.15
O -1.426576 4.039239 4.078915 -1.193 -1.278 0.368 -0.20
C -1.761856 4.837549 2.991095 0.329 1.154 -0.997 -0.13
H 0.122164 2.803709 7.347325 0.805 -0.773 0.105 0.09
H -0.233806 3.962699 6.314545 -0.514 0.225 -1.269 0.08
H 0.535864 2.461399 5.609295 -0.012 0.116 -0.045 0.08
H -2.746836 1.311069 5.517565 -0.520 -0.656 -1.255 0.13
H -1.260966 1.099879 4.526975 0.630 -0.155 0.286 0.12
H -3.318606 3.267709 4.519765 -0.081 0.351 -0.085 0.12
H -2.483456 2.426909 3.194215 -0.008 0.322 -0.386 0.10
H -2.810556 5.068099 2.803515 -0.534 -0.678 0.437 0.09
H -1.356496 4.410149 2.073975 0.063 0.039 -0.205 0.08
H -1.373396 5.844669 3.142415 0.557 -0.087 0.034 0.08
C 8.109914 5.862569 0.192135 -1.003 -0.415 0.698 -0.10
O 6.929524 6.518139 0.670865 0.102 0.738 -1.289 -0.18
C 6.142994 7.105759 -0.349975 -2.197 0.741 0.818 -0.20
C 4.745344 7.570919 0.241105 -0.092 -2.353 -1.036 -0.14
O 3.770804 6.478689 0.165835 -0.133 0.084 -0.372 -0.24
C 2.954644 6.417259 -1.028845 0.617 0.057 0.999 -0.08
H 7.824254 4.975159 -0.372675 -0.069 -0.273 -0.027 0.08
H 8.559404 5.561779 1.138495 0.626 -0.058 -0.432 0.09
H 8.760294 6.430849 -0.472815 0.013 0.538 0.348 0.09
H 5.894304 6.438249 -1.175025 0.188 -0.538 0.024 0.11
H 6.497744 8.015199 -0.834915 1.119 0.104 0.296 0.11
H 4.353244 8.375209 -0.381375 0.138 0.408 0.307 0.11
H 4.790664 7.776669 1.310545 0.276 0.426 -0.218 0.11
H 2.340834 5.516729 -1.009045 0.261 -0.148 0.354 0.06
H 3.572054 6.359199 -1.925245 -0.004 0.290 -0.174 0.08
H 2.243844 7.243579 -1.036845 0.171 0.341 -0.281 0.09
C 5.064004 -5.467781 -0.048895 -1.058 0.740 0.335 -0.10
O 4.412634 -6.277461 0.913275 0.457 -0.475 0.431 -0.20
C 3.003524 -6.161531 1.190115 1.483 -0.691 -0.151 -0.16
C 2.204424 -6.827181 0.050535 0.623 0.425 1.717 -0.23
O 2.205004 -6.114301 -1.108245 -0.972 2.162 -1.467 -0.17
C 1.326994 -4.962021 -1.167315 0.177 -0.323 -0.814 -0.05
H 6.100104 -5.282631 0.234505 0.066 -0.540 0.123 0.08
H 4.602784 -4.480311 -0.031635 -0.172 0.272 -0.221 0.06
H 4.988874 -5.853971 -1.065415 0.054 -0.171 -0.004 0.09
H 2.808094 -5.157301 1.566195 -0.568 0.522 -0.883 0.12
H 2.886464 -6.730401 2.112495 -0.068 -0.482 -0.105 0.12
H 1.200324 -7.030561 0.422725 -0.301 -0.356 -0.084 0.11
H 2.761914 -7.720101 -0.232315 -0.269 -0.384 0.572 0.14
H 0.629384 -4.802791 -0.345075 0.226 -0.471 0.429 0.08
H 0.712964 -5.080101 -2.060135 -0.074 -0.099 -0.068 0.08
H 1.875924 -4.032791 -1.319995 0.349 -0.098 0.177 0.06
C -3.585536 -3.635771 2.615325 -2.545 -0.692 -1.403 -0.04
O -4.518596 -3.466691 1.530405 -1.232 1.376 -0.979 -0.25
C -4.799276 -4.551981 0.694435 3.017 -0.630 -0.534 -0.20
C -3.637356 -4.738451 -0.360035 -1.390 1.392 0.483 -0.19
O -2.355346 -4.989831 0.191925 0.508 -0.022 -0.161 -0.21
C -2.120516 -6.333071 0.614085 -1.750 0.441 -0.401 -0.07
H -4.062286 -2.990761 3.353405 1.083 0.191 0.401 0.09
H -2.585516 -3.436291 2.230275 0.085 -0.172 0.768 0.08
H -3.898336 -4.658151 2.827425 1.507 -0.438 1.171 0.09
H -5.755856 -4.503481 0.174155 -0.003 0.512 0.176 0.11
H -4.729066 -5.496621 1.233725 -0.606 -0.236 0.593 0.10
H -3.498776 -3.791991 -0.882645 -0.082 0.072 -0.037 0.10
H -4.107386 -5.403371 -1.084625 0.925 -0.905 -0.312 0.12
H -2.387846 -6.935451 -0.254115 0.341 -0.655 0.161 0.09
H -2.856866 -6.502541 1.399695 0.213 -0.668 0.286 0.07
H -1.119266 -6.541761 0.990965 -0.010 0.531 -0.267 0.08
C 1.460824 -2.676971 -4.809795 -0.362 -0.269 0.371 -0.07
O 2.533624 -2.066911 -5.545775 -0.854 -0.620 0.524 -0.12
C 3.067644 -1.010041 -4.811365 1.023 0.784 0.161 -0.22
C 3.815104 -1.272751 -3.526595 0.545 0.374 0.020 -0.21
O 2.973214 -1.573781 -2.454925 -0.764 -1.639 0.646 -0.20
C 3.723404 -1.986761 -1.311395 0.573 1.808 0.034 -0.10
H 1.786744 -3.158601 -3.887885 0.357 0.401 0.170 0.07
H 0.921914 -3.491271 -5.294145 0.527 0.203 -1.049 0.09
H 0.695474 -1.939711 -4.567345 0.080 0.253 0.114 0.08
H 2.404814 -0.177041 -4.577115 -1.112 -0.277 0.062 0.11
H 3.785424 -0.460111 -5.420015 0.284 -0.509 -0.579 0.12
H 4.327644 -0.332161 -3.324895 0.064 0.554 0.216 0.11
H 4.665974 -1.952821 -3.566985 -0.394 -0.587 -0.504 0.11
H 4.233614 -1.056441 -1.061845 0.619 -0.139 0.660 0.08
H 4.494594 -2.737021 -1.485995 -0.344 -0.188 -0.375 0.06
H 3.150274 -2.258141 -0.424845 -0.660 -0.125 -0.511 0.08
C -6.606536 -0.704741 0.666775 1.593 -0.538 -0.765 -0.09
O -6.632366 -0.962451 -0.737655 1.099 -0.678 -0.983 -0.20
C -5.317506 -1.394351 -1.296625 -1.067 1.102 0.954 -0.15
C -5.518516 -1.968011 -2.640885 0.200 -0.604 -1.589 -0.24
O -6.260276 -3.133671 -2.649445 0.680 -1.233 0.694 -0.18
C -7.646156 -3.121241 -2.589015 -0.752 -0.564 -0.749 -0.10
H -6.404816 -1.613391 1.234015 -0.506 -0.369 0.045 0.06
H -7.526356 -0.215381 0.987045 0.275 0.088 -0.176 0.10
H -5.669626 -0.162531 0.794455 -0.290 0.942 0.722 0.07
H -4.796566 -2.081111 -0.629485 -0.404 -0.254 0.186 0.10
H -4.620316 -0.569021 -1.441015 -0.117 0.647 0.367 0.10
H -4.603336 -2.287741 -3.139195 0.894 -0.060 0.855 0.12
H -5.792946 -1.296871 -3.454735 -1.064 0.832 0.415 0.13
H -7.994246 -4.000291 -2.046605 0.181 0.082 0.525 0.07
H -7.946336 -3.368541 -3.607265 -0.763 0.637 -0.264 0.08
H -8.093626 -2.222291 -2.165025 0.114 0.004 -0.204 0.09
C 2.461234 7.114399 3.054925 -1.587 0.119 0.012 -0.08
O 1.619474 7.855859 4.001145 -0.709 -1.853 0.509 -0.18
C 0.948754 6.927249 4.958575 1.875 -0.828 -0.822 -0.19
C 0.331254 7.480349 6.174415 1.104 3.237 0.729 -0.18
O 1.331994 8.224069 6.919275 -0.012 -2.003 0.218 -0.22
C 1.820484 9.459389 6.446215 -1.229 -0.087 0.517 -0.11
H 2.512064 7.694869 2.133745 0.534 0.430 0.421 0.07
H 1.970004 6.218579 2.675055 -0.388 -0.252 0.369 0.07
H 3.418924 6.767179 3.442705 0.131 0.518 0.246 0.09
H 1.743384 6.346449 5.426915 0.460 -0.383 -0.373 0.12
H 0.266114 6.189549 4.536805 -0.059 0.221 -0.816 0.10
H 0.037364 6.699819 6.876205 -0.273 -0.094 -0.413 0.13
H -0.449526 8.221109 6.001935 -0.632 -0.351 -0.213 0.13
H 1.336444 9.758899 5.516645 0.112 0.114 -0.018 0.08
H 2.902904 9.434919 6.320185 -0.062 0.052 0.049 0.09
H 1.472734 10.063979 7.283855 0.705 1.145 -0.371 0.09
C 8.865594 0.008199 4.427215 -0.498 0.149 -0.221 -0.14
O 9.859234 0.501799 3.548335 0.515 -1.241 -0.998 -0.19
C 10.367974 -0.586101 2.638905 -1.827 0.266 1.523 -0.09
C 9.376294 -1.245121 1.585395 3.198 -0.507 -0.295 -0.25
O 8.761674 -0.372141 0.761285 -3.010 1.655 -0.753 -0.17
C 7.359844 -0.401361 0.961445 -0.654 1.401 0.017 -0.10
H 9.189044 -0.780051 5.107025 0.275 -0.630 -0.486 0.09
H 8.002064 -0.253671 3.815785 -0.181 -0.625 0.278 0.06
H 8.473194 0.724059 5.149475 0.481 0.867 -0.408 0.08
H 10.653894 -1.391961 3.314875 0.329 -0.212 -0.066 0.11
H 11.260064 -0.190171 2.153605 -0.380 0.187 -0.051 0.12
H 8.726274 -2.086971 1.823815 0.082 0.130 0.938 0.13
H 10.056854 -1.619441 0.820655 0.995 -1.214 0.716 0.11
H 7.000874 0.567709 0.614855 -0.235 -0.009 0.054 0.08
H 7.088084 -0.510331 2.011385 0.211 0.195 0.223 0.07
H 6.760994 -1.151501 0.444955 0.632 -0.429 -0.506 0.08
C 2.097244 3.574519 3.736425 -0.551 0.742 -1.096 -0.13
O 2.081214 2.142939 3.594005 1.374 0.264 1.510 -0.19
C 3.072844 1.538379 4.507725 -0.624 -0.181 -0.778 -0.14
C 4.540594 1.514939 3.987015 -1.909 1.461 -0.267 -0.16
O 4.821584 2.872939 3.576975 0.875 -1.680 0.786 -0.17
C 6.103464 2.886289 3.027025 0.900 0.662 -1.677 -0.12
H 2.313304 4.039769 4.698175 0.635 -0.882 0.512 0.09
H 1.105684 3.998829 3.578745 -0.353 -0.582 -0.504 0.06
H 2.772834 4.011039 3.000795 0.045 -0.035 0.095 0.08
H 2.727324 0.515849 4.659905 0.071 -0.140 -0.099 0.11
H 2.928044 2.047049 5.460815 0.556 0.104 0.088 0.11
H 4.624664 0.867499 3.114165 -0.154 -0.108 -0.241 0.11
H 5.250834 1.134369 4.721065 -0.017 0.197 0.389 0.12
H 6.254954 2.171359 2.218305 -0.656 -0.445 -0.366 0.06
H 6.984084 2.644889 3.622275 -0.299 0.300 1.103 0.09
H 6.253504 3.842929 2.526595 0.038 0.233 0.360 0.09
C -9.090646 -4.370761 0.927705 0.436 -1.586 -2.682 -0.18
O -9.235446 -3.447931 1.885775 -0.798 0.783 1.458 -0.17
C -9.172666 -3.979401 3.207085 0.420 1.410 -0.698 -0.16
C -7.728616 -3.939691 3.705725 -0.806 -0.164 1.756 -0.14
O -7.709026 -2.836481 4.666265 1.448 -1.983 0.108 -0.20
C -7.454686 -1.560991 4.205795 -1.550 0.667 -0.844 -0.13
H -8.059056 -4.646031 0.708265 0.581 0.125 0.081 0.07
H -9.497326 -3.995781 -0.011495 -0.013 0.195 -0.049 0.09
H -9.569946 -5.338351 1.076495 -0.504 -0.093 0.555 0.09
H -9.717816 -4.919731 3.288835 0.177 -0.178 -0.049 0.12
H -9.682576 -3.184811 3.751815 -0.178 -0.514 0.504 0.13
H -6.976516 -4.017581 2.920625 0.047 1.104 -0.308 0.11
H -7.463526 -4.805301 4.312815 -0.368 -0.089 0.288 0.12
H -7.768946 -0.881031 4.997625 0.870 0.083 0.288 0.10
H -8.215426 -1.333671 3.459005 0.095 0.229 -0.751 0.08
H -6.471966 -1.396571 3.763815 0.218 0.056 0.327 0.08
C -0.766526 -8.076411 -7.210415 -0.991 0.761 0.465 -0.10
O -0.725646 -6.675041 -7.045955 0.378 1.235 0.193 -0.21
C -1.970396 -5.966691 -6.979455 0.723 -0.868 -0.273 -0.19
C -2.538636 -6.000761 -5.566085 -1.084 -0.435 0.072 -0.19
O -3.974266 -5.818731 -5.612465 0.157 0.823 0.021 -0.19
C -4.316756 -4.414841 -5.724865 1.512 -0.303 1.039 -0.08
H -0.004526 -8.502211 -6.557605 0.141 -0.170 -0.429 0.09
H -0.672816 -8.301851 -8.272715 0.241 -0.408 0.076 0.09
H -1.740626 -8.401191 -6.844705 -0.088 -0.569 -0.109 0.08
H -2.692726 -6.440911 -7.643875 -0.263 -0.177 0.035 0.13
H -1.794386 -4.984231 -7.417495 0.138 0.141 0.398 0.12
H -2.048816 -5.391501 -4.806495 -0.028 0.878 -0.331 0.12
H -2.364676 -6.982401 -5.125395 -0.270 -0.395 -0.426 0.12
H -5.379216 -4.187821 -5.812915 0.126 -0.634 -0.475 0.09
H -3.657386 -3.937231 -6.449565 -0.557 0.061 -0.651 0.07
H -3.996066 -3.933911 -4.800765 -0.131 0.103 0.440 0.07
C 3.075434 5.354679 -7.010245 0.718 0.095 -0.768 -0.14
O 2.010494 4.537619 -6.681905 -0.921 -1.686 1.439 -0.19
C 2.013024 4.093449 -5.300305 0.259 -1.082 -0.533 -0.12
C 3.116294 2.930799 -4.903845 -1.388 1.556 -0.501 -0.17
O 4.412294 3.409329 -5.063455 0.940 -0.261 -0.421 -0.20
C 5.349294 2.342539 -5.251525 -0.507 0.450 0.766 -0.09
H 3.976874 4.759009 -7.154025 0.268 0.168 0.157 0.08
H 3.253944 6.132989 -6.268305 0.051 0.150 0.110 0.09
H 2.830514 5.795689 -7.976485 -0.012 0.230 0.073 0.09
H 1.030604 3.678189 -5.075565 -0.070 -0.563 -0.547 0.10
H 1.901604 5.028479 -4.751295 1.306 -0.054 0.851 0.11
H 3.004614 2.016069 -5.485995 -0.595 0.241 -0.821 0.10
H 3.017144 2.529479 -3.895275 -0.550 0.502 0.615 0.11
H 5.083494 1.467509 -4.658435 -0.068 0.036 0.617 0.05
H 6.284044 2.756119 -4.872965 0.231 -0.368 -0.548 0.09
H 5.352764 1.921359 -6.256865 0.276 0.611 -0.435 0.10
C -7.098156 3.309499 -2.521455 -1.037 1.398 -1.119 -0.05
C -5.606966 3.466909 -2.407445 0.842 -0.974 1.794 -0.49
C -5.043316 2.147949 -3.019115 1.744 -0.253 0.193 -0.12
C -3.513986 2.133419 -3.255705 -0.651 1.874 1.379 -0.18
C -3.179746 3.403289 -4.062555 -0.497 -1.905 -0.418 -0.15
C -3.659136 4.764709 -3.514205 0.289 0.168 1.515 -0.41
N -5.120596 4.651379 -3.123075 0.835 -0.055 -1.842 -0.08
O -5.647876 5.941579 -2.691725 0.542 -1.612 0.017 -0.01
C -2.767016 5.111299 -2.242685 -0.394 -0.098 -0.585 -0.02
C -3.466046 5.804939 -4.687085 -0.962 -0.237 -0.085 -0.02
C -5.286676 3.468689 -0.863085 0.295 0.166 0.080 -0.02
H -7.532156 2.382169 -2.147535 0.377 0.099 0.291 0.09
H -7.359366 3.387099 -3.576845 0.015 -0.318 -0.323 0.07
H -7.605756 4.190759 -2.129245 -0.101 -0.156 0.601 0.08
H -5.156836 1.333289 -2.303895 -0.925 0.107 0.115 0.09
H -5.531006 1.877999 -3.955805 -0.234 0.176 -0.041 0.11
H -3.143176 1.189649 -3.655555 -0.153 0.158 -0.594 0.11
H -2.996516 2.226419 -2.300875 -0.053 -0.179 0.451 0.08
H -3.724376 3.130409 -4.966445 0.285 0.845 -0.694 0.09
H -2.106076 3.315439 -4.228715 0.120 0.888 -0.330 0.11
H -1.729226 5.175769 -2.569695 0.061 0.450 0.032 0.07
H -3.102386 5.993219 -1.696925 0.101 0.412 -0.540 0.08
H -2.757956 4.367829 -1.445645 -0.259 -0.538 -0.414 0.05
H -3.946446 5.421279 -5.587155 0.232 -0.661 -0.114 0.07
H -3.988776 6.760849 -4.654145 0.042 0.155 1.098 0.07
H -2.440066 6.057179 -4.955095 0.167 -0.416 0.377 0.08
H -4.289086 3.155529 -0.555125 0.261 -0.162 -0.526 0.06
H -5.947286 2.798049 -0.313585 -0.277 -0.006 -0.178 0.07
H -5.377076 4.459109 -0.416975 -0.347 0.173 -0.225 0.08
H -6.064376 6.183879 -3.522045 -0.251 0.375 0.113 0.09
C -2.455186 -0.057191 1.077075 1.912 -0.373 -1.219 0.01
C -1.020116 -0.205441 0.293915 -0.781 -0.262 4.302 -0.44
C -1.282466 -0.991991 -0.898475 -1.916 0.241 -1.773 -0.20
C -0.282366 -0.833981 -1.946415 2.180 0.482 -0.611 -0.17
C 0.126874 0.649759 -2.151375 0.130 -1.641 -1.583 -0.13
C 0.452614 1.463169 -0.925475 1.001 1.767 0.118 -0.42
N -0.570516 1.180539 0.111535 -0.331 0.155 -2.138 -0.08
O -0.563826 2.034509 1.265275 0.439 -1.598 -1.127 0.00
C 1.954264 1.081649 -0.531585 -1.778 -0.957 1.521 0.00
C 0.395774 3.000059 -1.352775 -0.645 -0.669 0.516 0.00
C -0.045346 -1.088791 1.228415 -0.397 1.756 0.264 0.01
H -2.183116 0.257659 2.084515 -0.774 -0.035 0.041 0.06
H -3.054686 -0.963131 0.987745 0.409 -0.466 0.599 0.06
H -3.066946 0.647779 0.514165 0.321 0.597 0.256 0.07
H -1.444606 -2.039951 -0.646325 -0.132 0.046 0.153 0.13
H -2.201476 -0.591771 -1.326655 -0.558 -0.146 -0.111 0.11
H -0.599176 -1.252171 -2.901845 -0.069 0.009 0.012 0.11
H 0.620774 -1.375931 -1.665845 0.218 -0.198 -0.069 0.10
H -0.540276 1.052289 -2.913595 -0.588 0.677 0.616 0.11
H 1.055214 0.582549 -2.718625 0.281 0.120 -0.077 0.10
H 2.797804 1.688449 -0.860725 -0.383 0.052 -0.223 0.08
H 1.931744 1.006349 0.555585 0.531 0.729 0.382 0.06
H 2.079424 0.017979 -0.734155 0.355 0.138 -0.711 0.04
H 1.346354 3.445359 -1.646385 0.152 -0.451 -0.159 0.05
H -0.320116 3.086189 -2.170205 0.084 0.088 -0.137 0.05
H 0.005694 3.654969 -0.573645 0.031 -0.275 0.322 0.07
H -0.145426 -0.523841 2.155185 0.335 -0.526 0.648 0.06
H 1.018234 -1.073881 0.990375 -0.046 0.213 -0.481 0.06
H -0.295006 -2.138831 1.380725 -0.568 0.146 -0.089 0.07
H 0.198964 1.669809 1.719965 0.486 0.452 0.955 0.07
C -0.236546 -2.908931 9.333975 0.161 -1.298 -0.170 -0.02
C -1.048496 -4.038221 8.660005 -0.732 -0.177 1.043 -0.47
C -2.491676 -3.575141 8.704575 -1.298 0.137 -1.939 -0.18
C -2.891006 -2.511291 7.660605 2.330 -0.180 0.612 -0.15
C -2.196016 -2.760471 6.278815 -1.681 -0.191 0.461 -0.13
C -0.745336 -3.232461 6.211455 1.058 -0.564 0.014 -0.45
N -0.659286 -4.328281 7.242005 -1.837 1.182 0.618 -0.11
O 0.528224 -5.076101 7.257435 0.403 0.208 -0.167 -0.02
C -0.496786 -3.900061 4.821255 0.145 1.022 0.642 -0.04
C 0.302074 -2.049861 6.334555 -0.311 -0.472 1.137 -0.01
C -1.111626 -5.381051 9.520255 0.898 0.492 -0.448 -0.03
H -0.574836 -1.985151 8.864635 0.565 0.148 0.293 0.07
H 0.822764 -3.136941 9.215795 0.129 0.478 -0.177 0.08
H -0.419396 -2.899301 10.408485 -0.242 0.138 -0.010 0.09
H -3.114026 -4.408741 8.379165 -0.056 -0.490 0.367 0.12
H -2.856676 -3.252371 9.679605 0.438 -0.168 0.210 0.12
H -2.477966 -1.542811 7.942645 -0.404 0.292 0.453 0.09
H -3.978756 -2.488311 7.726625 0.045 0.324 -0.896 0.11
H -2.328906 -1.788661 5.803395 0.222 -0.280 -0.794 0.11
H -2.745146 -3.553771 5.771645 -0.328 0.217 -0.299 0.10
H 0.552804 -4.184301 4.745905 -0.100 -0.362 0.074 0.08
H -1.178826 -4.719101 4.593015 0.103 -0.042 0.165 0.08
H -0.618816 -3.094401 4.097295 -0.232 -0.053 -0.257 0.07
H 1.030304 -2.372091 7.078835 0.241 0.174 -0.159 0.07
H 0.847614 -1.714971 5.452325 -0.253 -0.560 -0.366 0.07
H -0.157126 -1.142821 6.727655 -0.179 -0.004 0.149 0.07
H -1.421066 -6.262031 8.957935 0.015 0.119 -0.519 0.08
H -1.855246 -5.344041 10.316355 0.082 0.540 0.034 0.08
H -0.152736 -5.622051 9.979105 0.107 0.044 0.004 0.08
H 0.105604 -5.903361 7.499575 0.695 -0.596 -0.176 0.09
```
Forces are in eV/Å.

For the gap between HOMO and LUMO, the calculation gives 8.513 eV. Its LUMO energy is 0.273 eV. The calculated total energy comes out at -157174.89161 eV. Its HOMO energy is -8.2 eV. The molar mass is 1733.48 g mol⁻¹.